# 1
65
Properties=species:S:1:pos:R:3:nbo_charge:R:1 method="wB97M-V/def2-TZVPD" lumo_energy_ev=-0.76 e_homo_ev=-8.225 de_lowest_kj_mol=375.5
O 2.493 4.502 -0.654 -0.6340
O -1.784 -2.504 -5.799 -0.6674
O -2.894 -5.473 1.192 -0.6555
O -3.209 -5.821 3.388 -0.6044
O 2.576 4.226 3.143 -0.6212
N 3.212 2.304 2.144 -0.6241
N 4.367 4.356 0.558 -0.6014
N -2.213 -2.890 0.533 -0.2197
N -2.186 -1.893 -0.273 -0.1601
C -2.449 -3.686 2.857 -0.1942
C -1.852 -1.102 -3.856 -0.0865
C -1.980 -0.991 -2.466 -0.1601
C 4.963 5.604 0.087 -0.4091
C -2.138 -3.513 -3.646 0.0077
C -2.228 -4.880 -4.276 -0.6426
C -2.248 -3.372 -2.252 -0.1938
C 3.171 3.895 0.168 0.6746
C -2.155 -2.108 -1.647 0.0360
C -1.925 -2.375 -4.443 0.3045
C 1.005 1.214 -1.507 -0.6096
C 3.105 3.126 3.191 0.6648
C 3.701 2.635 4.489 -0.7078
C -2.139 -2.664 1.912 0.2107
C -2.879 -5.068 2.482 0.7726
C -1.966 -2.104 4.679 -0.2173
C 1.157 2.317 0.800 -0.3932
C 2.686 2.557 0.789 -0.1235
C 0.426 2.268 -0.560 -0.2244
C -1.046 1.934 -0.319 -0.5950
C -2.355 -3.367 4.235 -0.1444
C -1.741 -1.395 2.395 -0.2267
C -1.624 0.137 -4.690 -0.6520
C -1.655 -1.114 3.756 -0.1890
H -1.667 -1.628 -6.196 0.4877
H -2.393 -4.249 -1.629 0.2345
H 5.926 5.771 0.572 0.2043
H 5.102 5.562 -0.995 0.2070
H 1.021 0.238 -1.021 0.1991
H 3.518 3.381 5.261 0.2471
H -0.670 0.063 -5.223 0.2165
H -1.596 1.035 -4.065 0.2355
H -1.352 -0.127 4.093 0.2171
H -1.304 -5.108 -4.816 0.2235
H 3.648 1.411 2.309 0.3981
H -1.910 -1.896 5.744 0.2188
H -2.431 0.255 -5.420 0.2156
H 4.773 2.495 4.366 0.2211
H -1.148 0.917 0.054 0.1989
H -1.493 -0.599 1.704 0.2292
H 0.970 1.370 1.307 0.1979
H 2.015 1.499 -1.800 0.2046
H 0.697 3.105 1.399 0.2307
H 0.397 1.158 -2.409 0.2059
H 3.121 1.785 0.155 0.2198
H -1.600 2.051 -1.249 0.1997
H -1.464 2.630 0.409 0.2097
H -3.063 -4.915 -4.982 0.2233
H -1.925 -0.018 -1.999 0.2238
H 3.228 1.697 4.772 0.2237
H -2.385 -5.655 -3.519 0.2159
H 4.845 3.843 1.279 0.3937
H 0.457 3.238 -1.047 0.2306
H -2.588 -4.114 4.990 0.2424
H -3.215 -6.385 1.226 0.4965
H 4.294 6.436 0.320 0.2138



# 2
66
Properties=species:S:1:pos:R:3:nbo_charge:R:1 method="wB97M-V/def2-TZVPD" lumo_energy_ev=0.72 e_homo_ev=-8.148 de_lowest_kj_mol=138.2
O 1.105 1.442 -2.196 -0.6727
O 4.765 -2.204 0.943 -0.6374
O 2.577 1.615 -0.482 -0.5328
O 1.150 -2.676 -1.784 -0.6269
N 0.563 2.596 -0.332 -0.4612
N -1.516 2.390 1.303 -0.4303
N 2.911 -1.041 1.526 -0.4341
N -0.234 -0.601 0.043 -0.3104
N 0.817 0.131 1.864 -0.5378
N 2.946 -2.411 -0.393 -0.4569
C -2.723 -2.349 0.291 -0.0148
C 1.641 -0.692 1.190 0.4248
C 3.545 -0.452 2.684 -0.4133
C -0.430 3.192 1.811 -0.2322
C 1.394 1.855 -1.095 0.9072
C -4.009 -2.682 0.700 -0.1848
C -6.142 -0.056 -0.989 -0.6260
C 3.548 0.929 -1.272 -0.0722
C -4.958 -0.858 -0.546 -0.0343
C 3.722 -3.338 -1.199 -0.4163
C -0.644 3.142 -0.911 -0.2481
C 3.615 -1.897 0.709 0.7959
C -2.558 -1.233 -0.533 -0.0498
C 4.268 1.878 -2.219 -0.6335
C -1.563 -3.192 0.724 -0.6399
C -1.869 2.763 -0.052 -0.2176
C -1.197 -0.807 -1.017 -0.2566
C -0.298 0.180 1.146 0.4112
C 1.016 -1.180 0.054 -0.1085
C -5.109 -1.949 0.300 -0.2091
C -1.479 0.974 1.613 -0.2676
C -3.675 -0.519 -0.950 -0.1632
C 0.882 3.061 1.000 -0.2421
C 1.641 -2.130 -0.811 0.6597
H 4.718 2.697 -1.663 0.2084
H -2.398 0.525 1.229 0.2306
H -6.095 -2.234 0.635 0.2102
H 2.875 -0.535 3.538 0.2168
H 3.563 2.283 -2.941 0.2240
H 3.089 -3.666 -2.021 0.2437
H 4.614 -2.841 -1.579 0.2116
H 1.545 2.333 1.465 0.2442
H -7.009 -0.697 -1.135 0.2188
H 3.052 0.137 -1.843 0.2015
H 5.046 1.338 -2.751 0.2173
H -6.396 0.685 -0.230 0.2207
H -2.427 1.944 -0.502 0.1993
H -0.771 -1.581 -1.665 0.2738
H -5.931 0.470 -1.918 0.2152
H 3.757 0.602 2.498 0.2041
H -1.915 -4.146 1.109 0.2194
H -0.998 -2.699 1.516 0.2193
H -4.148 -3.542 1.339 0.2084
H -1.270 0.110 -1.609 0.2221
H -0.774 4.231 1.789 0.1931
H 4.029 -4.189 -0.592 0.2137
H 4.244 0.492 -0.553 0.1888
H -1.485 0.898 2.706 0.2269
H -0.245 2.911 2.848 0.2170
H -2.540 3.630 0.007 0.1928
H -0.729 2.756 -1.927 0.2476
H -3.544 0.318 -1.623 0.1960
H -0.888 -3.383 -0.108 0.2294
H -0.541 4.233 -0.959 0.1851
H 4.474 -0.990 2.867 0.2470
H 1.398 4.029 0.953 0.1850



# 3
68
Properties=species:S:1:pos:R:3:mulliken_spin:R:1 method="wB97M-V/def2-TZVPD" lumo_energy_ev="0.46 / -1.34" s2=2.03 e_homo_ev="-6.937 / -7.223" multiplicity=3 de_lowest_kj_mol=37.4
Pd -0.805 0.010 0.549 0.8071
As -1.518 1.705 -1.000 0.1277
As -1.231 -1.863 -1.128 0.0788
As -5.163 -0.840 -3.859 -0.0001
F 2.750 3.679 1.851 -0.0003
F 0.744 2.110 0.953 0.0288
F 3.896 -0.493 -1.484 0.0010
F 5.873 1.130 -0.631 -0.0001
F 5.363 3.213 1.056 0.0000
F -4.936 -2.156 1.688 0.0101
O 1.268 0.023 -0.729 0.0176
C -3.633 -0.221 2.102 -0.0517
C -2.342 0.007 -4.907 0.0002
C -3.742 -1.604 2.024 0.1570
C 0.303 -3.042 -1.406 0.0087
C 4.612 1.360 -0.228 0.0030
C -1.524 1.180 -2.906 0.0125
C -0.471 3.341 -1.289 0.0216
C -2.408 0.345 2.398 0.2019
C -1.432 -1.897 2.565 0.2088
C -1.249 -0.477 2.644 -0.0334
C -6.478 -0.711 -2.400 -0.0002
C -3.264 2.583 -0.686 0.0246
C -2.572 -3.319 -0.998 0.0159
C 3.592 0.539 -0.666 0.0307
C -2.662 -2.442 2.280 -0.0666
C 2.228 0.736 -0.305 -0.0573
C -3.642 -0.153 -2.758 0.0016
C -4.961 -2.802 -3.768 0.0007
C 3.048 2.658 1.030 -0.0107
C 2.038 1.844 0.563 0.0018
C -1.440 -1.350 -3.036 0.0206
C 4.358 2.426 0.633 -0.0021
C -2.243 -0.092 -3.378 -0.0227
C 0.008 0.100 2.849 0.4825
H -2.988 0.840 -5.184 0.0001
H -2.799 -3.511 2.273 -0.0004
H -0.426 3.942 -0.379 0.0005
H -2.651 -3.854 -1.946 0.0012
H -1.946 2.040 -3.447 0.0030
H -5.796 -3.249 -4.312 0.0000
H -0.590 -2.539 2.789 -0.0054
H 0.868 -0.521 3.069 -0.0042
H -6.102 -1.171 -1.486 0.0000
H -3.137 3.248 0.170 -0.0005
H 0.476 -3.662 -0.522 0.0042
H -7.399 -1.216 -2.686 0.0000
H -1.362 0.163 -5.351 -0.0003
H -3.587 3.174 -1.547 0.0019
H -4.043 -3.136 -4.249 -0.0003
H -4.990 -3.164 -2.744 0.0001
H -2.236 -4.019 -0.234 0.0030
H -6.720 0.331 -2.193 0.0001
H -2.770 -0.907 -5.321 0.0004
H -0.460 1.106 -3.164 0.0026
H 1.186 -2.432 -1.585 -0.0014
H -4.031 1.849 -0.437 0.0003
H -3.961 0.877 -2.557 0.0026
H 0.117 -3.687 -2.270 0.0015
H 0.082 1.146 3.116 -0.0153
H 0.546 3.068 -1.571 -0.0005
H -4.508 0.390 1.941 0.0003
H -3.554 -2.950 -0.711 0.0035
H -0.424 -1.240 -3.432 0.0030
H -3.578 -0.671 -1.786 -0.0078
H -0.916 3.934 -2.090 0.0029
H -1.908 -2.208 -3.536 -0.0005
H -2.324 1.418 2.550 -0.0126



# 4
72
Properties=species:S:1:pos:R:3:mulliken_charge:R:1 method="wB97M-V/def2-TZVPD" lumo_energy_ev=1.72 e_homo_ev=-4.990 de_lowest_kj_mol=12.6 charge=-1
Cs 0.077 -1.335 0.445 1.1333
As -0.254 -4.737 -0.919 0.0727
S 3.067 -2.809 1.529 1.3844
P -0.853 2.357 2.697 0.6996
P 0.874 -0.192 4.161 0.4206
O 1.766 -3.168 2.090 -0.6102
O 3.008 -1.487 0.893 -0.6876
O -3.844 5.091 -3.242 -0.5037
O 1.345 -5.060 0.046 -0.6463
O -2.450 -0.553 -6.851 -0.5248
O -0.946 -4.167 0.707 -0.7027
O 4.173 -2.962 2.454 -0.7570
O 0.076 -3.328 -1.718 -0.3725
N -0.241 0.105 -2.417 -0.2241
N -2.332 0.996 -0.853 -0.2363
C -0.758 -0.173 -5.133 0.6549
C -4.175 4.723 -1.915 -0.5681
C 0.281 -0.862 -4.535 -0.9050
C 0.501 -0.690 -3.172 -0.5485
C -1.068 -0.340 -6.599 -0.6899
C 4.715 -3.717 -0.388 -0.7397
C -2.710 2.735 -2.452 -0.5386
C -2.132 1.529 -2.058 0.3595
C 1.077 -1.234 5.663 -1.2684
C 0.530 1.431 4.996 -1.1310
C 4.253 -5.281 -2.133 -0.4714
C 2.991 -5.478 -1.609 -0.3473
C -2.361 2.637 3.720 -1.3275
C -3.132 1.644 -0.013 -0.5682
C 0.434 2.597 4.010 -1.0049
C 2.556 -4.798 -0.463 0.5334
C -3.754 2.842 -0.317 -0.8018
C 2.640 0.074 3.745 -0.9898
C 3.440 -3.895 0.144 0.0749
C -1.262 0.747 -2.984 0.0686
C -0.733 4.018 1.909 -1.1435
C 5.133 -4.398 -1.517 -0.6612
C -1.549 0.651 -4.337 -0.5348
C -3.532 3.408 -1.567 0.6323
H -0.813 4.838 2.627 0.3892
H -5.261 4.624 -1.796 0.3233
H 3.098 -0.872 3.458 0.2535
H 3.177 0.502 4.597 0.4522
H -1.524 4.117 1.162 0.1966
H -4.394 3.324 0.413 0.3918
H 4.558 -5.822 -3.021 0.3522
H -0.463 -1.156 -7.008 0.3239
H -0.408 1.333 5.551 0.4020
H -3.222 2.760 3.059 0.3408
H -4.262 5.933 -3.439 0.2923
H 0.237 3.535 4.541 0.4958
H -2.276 3.524 4.353 0.3842
H 1.773 -0.789 6.379 0.3434
H -2.503 3.148 -3.428 0.6386
H -3.831 5.481 -1.202 0.2846
H 1.461 -2.206 5.350 0.3438
H 2.731 0.740 2.886 0.2429
H -3.274 1.179 0.957 0.5116
H 0.222 4.097 1.387 0.3430
H 1.389 2.719 3.491 0.4259
H 1.275 -1.256 -2.666 0.5100
H 6.128 -4.242 -1.914 0.3561
H -2.554 1.767 4.349 0.3301
H -2.737 -1.296 -6.308 0.3331
H -0.810 0.569 -7.145 0.2906
H 2.302 -6.175 -2.072 0.3808
H 0.894 -1.556 -5.095 0.3696
H 1.318 1.623 5.732 0.5027
H 0.113 -1.389 6.149 0.3617
H -2.404 1.163 -4.759 0.5911
H -0.165 -4.120 1.287 0.3278
H 5.377 -3.020 0.111 0.3852



# 5
67
Properties=species:S:1:pos:R:3:nbo_charge:R:1 method="wB97M-V/def2-TZVPD" lumo_energy_ev=0.09 e_homo_ev=-5.039
S 0.637 -1.197 -1.678 -0.4263
S -0.933 0.674 3.622 0.3643
S 1.597 1.235 0.736 -0.3409
S -0.200 -1.513 1.664 -0.1969
N 3.615 -0.227 -0.296 -0.3599
N 2.868 1.295 -1.653 -0.5154
N -1.453 -2.683 -2.137 -0.4895
N 1.341 -0.479 3.540 -0.5937
N -1.545 0.794 -0.573 -1.4982
C 0.305 1.131 4.901 -0.5308
C -2.602 2.755 -1.501 -0.1099
C 3.742 -1.063 0.860 -0.4128
C -1.326 3.509 -1.850 -0.2206
C -4.192 -0.117 0.584 -0.2403
C -2.843 -0.889 -3.647 -0.1250
C 3.857 0.610 -2.313 -0.0693
C 4.325 -0.330 -1.464 -0.0676
C -3.725 -1.475 0.060 -0.5959
C -5.020 2.897 -1.499 -0.3111
C 0.149 -0.490 2.907 -0.0530
C -2.644 1.511 -0.776 0.1785
C -1.623 -0.540 -3.103 -0.2178
C -0.602 3.972 -0.583 -0.6018
C -0.916 -1.450 -2.318 0.1436
C -2.649 -3.051 -2.661 0.0413
C 1.637 0.716 4.296 -0.2344
C -3.941 1.061 -0.345 -0.0204
C -3.362 -2.175 -3.421 -0.2535
C -5.075 1.756 -0.720 -0.2258
C 2.701 0.761 -0.422 0.2688
C -0.354 2.798 -2.796 -0.6159
C -3.778 3.390 -1.854 -0.1964
C -3.616 0.142 1.977 -0.5982
Be -0.287 0.114 -0.272 1.5002
H -4.007 -2.252 0.772 0.1902
H 4.133 0.828 -3.323 0.2346
H -3.812 -0.700 2.640 0.1927
H -1.263 4.595 0.017 0.2062
H 0.217 2.198 5.087 0.2395
H -6.041 1.395 -0.387 0.1882
H 4.576 -1.747 0.724 0.2157
H -4.046 1.037 2.422 0.2040
H -2.543 0.281 1.888 0.2094
H 2.274 2.020 -2.022 0.4544
H -4.321 -2.463 -3.818 0.2334
H -0.933 -3.325 -1.552 0.4360
H -0.835 2.597 -3.752 0.1998
H 2.387 0.493 5.057 0.2115
H -3.401 -0.179 -4.237 0.2361
H -2.988 -4.048 -2.437 0.2218
H -0.300 3.117 0.012 0.2295
H 5.106 -1.053 -1.575 0.2279
H 3.922 -0.433 1.736 0.2145
H 0.503 3.447 -2.992 0.1821
H -1.190 0.423 -3.295 0.2616
H 2.016 1.507 3.632 0.2122
H -5.281 -0.204 0.700 0.1857
H -2.649 -1.490 -0.069 0.2136
H -4.200 -1.697 -0.893 0.1887
H 2.823 -1.642 0.996 0.2404
H -5.925 3.407 -1.793 0.1953
H -1.634 4.421 -2.381 0.1874
H 0.070 0.577 5.810 0.2193
H -0.006 1.867 -2.359 0.2124
H 2.089 -1.017 3.129 0.4115
H -3.727 4.314 -2.419 0.1875
H 0.281 4.561 -0.839 0.1817



# 6
66
Properties=species:S:1:pos:R:3:nbo_charge:R:1 method="wB97M-V/def2-TZVPD" lumo_energy_ev=-4.51 e_homo_ev=-11.291 charge=+1
Si -2.340 1.204 0.389 1.6374
F -0.389 2.289 -3.295 -0.3325
F -1.881 -2.261 3.758 -0.3153
F -3.983 -2.595 3.423 -0.2978
F -2.654 -2.375 1.743 -0.3141
F -0.714 4.494 -3.271 -0.3408
O -3.183 -5.229 3.551 -0.5179
O -1.413 -4.710 2.263 -0.4844
N 2.861 3.855 0.238 -0.4625
C 3.798 0.486 -1.506 -0.4061
C -4.178 0.687 0.553 -1.1025
C 5.251 -0.125 -1.768 -0.6225
C -1.604 1.186 2.172 -1.1107
C -0.864 -1.440 -2.791 -0.2392
C 0.221 -2.108 -0.625 -0.2316
C -0.506 -1.013 0.058 -0.2036
C 0.733 4.742 -0.591 -0.2321
C -2.090 3.213 -1.784 -0.4684
C 3.976 1.732 -0.520 -0.2605
C -1.449 -0.101 -0.661 -0.5379
C -2.174 3.009 -0.221 -0.8903
C -2.512 -4.423 2.974 0.6866
C 0.068 -2.342 -2.070 -0.2138
C -2.763 -2.914 2.973 0.8995
C -1.881 -6.852 1.208 -0.6399
C 4.371 1.320 0.955 -0.6259
C -1.601 -0.349 -2.108 -0.1306
C 1.601 2.540 -1.458 -0.2263
C 1.905 4.860 0.276 0.0706
C -0.680 3.355 -2.424 0.6652
C -1.039 -6.098 2.217 -0.0787
C 0.530 3.563 -1.476 0.0692
C 2.767 2.739 -0.589 0.3186
H -0.022 5.570 -0.574 0.2705
H -1.002 -1.613 -3.888 0.2278
H -0.326 -0.945 1.165 0.2247
H 3.517 0.934 1.569 0.2322
H -1.872 0.256 2.737 0.2567
H 0.608 -3.188 -2.558 0.2331
H -0.476 1.294 2.098 0.2224
H -1.101 -6.546 3.211 0.2036
H 3.067 -0.263 -1.107 0.2342
H -2.630 2.376 -2.302 0.2480
H 2.007 5.751 0.946 0.2631
H -2.306 0.271 -2.707 0.2028
H -1.823 -6.376 0.226 0.2143
H 0.884 -2.774 -0.007 0.2228
H 5.136 0.502 0.891 0.2494
H -1.957 2.133 2.677 0.2414
H 6.073 0.615 -1.563 0.2092
H -4.189 -0.260 1.152 0.2571
H -1.544 -7.886 1.122 0.2278
H 1.533 1.645 -2.120 0.2934
H 4.862 2.305 -0.937 0.2350
H -1.360 3.486 0.388 0.2314
H -4.585 0.506 -0.478 0.2416
H 5.385 -1.002 -1.072 0.2208
H -2.677 4.148 -2.034 0.2569
H 3.450 0.930 -2.483 0.2095
H -4.695 1.546 1.078 0.2395
H -2.933 -6.858 1.497 0.2275
H 0.009 -6.128 1.915 0.1951
H 5.350 -0.446 -2.842 0.2361
H -3.130 3.525 0.110 0.2592
H 4.894 2.198 1.438 0.2036
H 3.670 3.957 0.859 0.4485



# 7
65
Properties=species:S:1:pos:R:3:nbo_charge:R:1 method="wB97M-V/def2-TZVPD" lumo_energy_ev=0.70 e_homo_ev=-7.982 de_lowest_kj_mol=30.2
O 5.778 -3.779 0.213 -0.4847
O -1.312 0.257 1.343 -0.6409
O 3.887 -3.251 2.287 -0.4798
O 2.681 1.264 2.787 -0.5888
O 0.203 3.381 -1.693 -0.6291
N 0.310 1.473 -0.497 -0.6235
N 3.238 1.165 0.557 -0.4441
N -3.113 1.042 0.227 -0.6070
C -2.678 -0.122 -3.349 -0.6059
C -4.075 0.864 1.294 -0.0689
C 5.152 -4.806 0.951 -0.0953
C -2.082 -0.966 -2.224 -0.2251
C 2.684 1.727 1.673 0.6819
C -6.168 2.128 1.560 -0.4030
C 2.077 3.063 1.268 -0.5040
C 4.213 -2.309 1.348 0.2281
C 3.202 2.046 -0.594 -0.1991
C 3.575 -1.080 1.408 -0.2172
C -1.806 -2.381 -2.731 -0.5973
C 2.111 3.075 -0.261 -0.3072
C 5.470 -1.554 -0.554 -0.2305
C 5.154 -2.562 0.345 0.2101
C 4.854 -0.321 -0.479 -0.2493
C 0.772 2.678 -0.882 0.6887
C -5.285 0.046 0.812 -0.4102
C -0.975 0.965 -0.921 -0.1394
C 4.811 -4.313 2.356 -0.0961
C -6.336 1.093 0.452 -0.4032
C -1.814 0.719 0.339 0.6828
C -4.652 2.220 1.758 -0.4149
C -0.785 -0.356 -1.682 -0.3834
C 3.890 -0.076 0.500 0.1330
H -4.390 2.433 2.792 0.2215
H 4.339 -5.097 2.949 0.2021
H -6.111 1.539 -0.518 0.1888
H 2.691 3.861 1.691 0.2429
H -6.609 3.091 1.306 0.2132
H 5.856 -5.639 0.981 0.2006
H -6.643 1.765 2.472 0.1990
H -1.976 -0.050 -4.176 0.2080
H 2.358 4.059 -0.663 0.2425
H 5.732 -3.977 2.854 0.1799
H 0.731 0.971 0.273 0.4204
H -7.342 0.679 0.413 0.2157
H -5.024 -0.603 -0.023 0.2141
H 2.851 -0.919 2.189 0.2567
H -2.806 -1.033 -1.404 0.1970
H 2.972 1.480 -1.501 0.2163
H -4.234 3.016 1.140 0.2080
H -5.652 -0.577 1.628 0.2105
H -3.594 -0.579 -3.718 0.2107
H -0.317 -1.065 -0.995 0.2158
H -2.914 0.886 -3.018 0.1957
H -0.095 -0.179 -2.510 0.2101
H 6.208 -1.758 -1.312 0.2266
H -1.424 -3.008 -1.930 0.2106
H 4.169 2.546 -0.727 0.1955
H -3.531 0.355 2.092 0.2431
H -3.454 1.451 -0.629 0.3943
H 1.075 3.162 1.684 0.2472
H -1.419 1.732 -1.562 0.2351
H 5.132 0.444 -1.184 0.2148
H 4.229 -5.121 0.446 0.1780
H -1.070 -2.359 -3.532 0.2014
H -2.717 -2.833 -3.116 0.2070